# 1
28
Properties=species:S:1:pos:R:3:mulliken_charge:R:1 method="wB97M-V/def2-TZVPD" lumo_ev=-1.84 smiles="O=C1C(=O)C(Cl)=C(Cl)C(Cl)=C1Cl.C1CN2CCSC2=N1" orbital_gap_ev=6.472
O -1.5266 -2.3941 2.8338 -0.5888
C -0.9349 -1.4751 2.2478 0.9015
C 0.6090 -1.5317 2.0563 0.2714
O 1.2214 -2.5893 1.8876 -0.5827
C 1.2670 -0.2220 2.2238 0.0248
Cl 2.9633 -0.2581 2.3692 -0.1330
C 0.5641 0.9741 2.2246 0.4231
Cl 1.4011 2.4557 2.3872 -0.1477
C -0.8740 0.9987 2.0943 0.0815
Cl -1.7098 2.4847 2.3058 -0.1543
C -1.5712 -0.1862 1.9582 0.1094
Cl -3.2713 -0.1980 1.8065 -0.1577
C -2.1904 -3.9522 0.6912 -0.7537
C -2.6815 -4.6344 -0.5800 -0.5249
N -1.7883 -4.0531 -1.5729 0.0635
C -1.8596 -4.1872 -3.0090 -0.6591
C -0.7992 -3.2193 -3.5475 -0.4594
S -0.1776 -2.1261 -2.1999 -0.1614
C -1.0454 -3.0600 -1.0050 0.0983
N -1.1762 -2.9687 0.2801 -0.0844
H -2.9990 -3.4415 1.2128 0.3449
H -1.7446 -4.6712 1.3884 0.3038
H -2.5992 -5.7261 -0.5854 0.2802
H -3.7293 -4.3871 -0.8058 0.2663
H -1.6693 -5.2198 -3.3234 0.2669
H -2.8775 -3.9532 -3.3365 0.2849
H 0.0883 -3.7534 -3.9191 0.3185
H -1.1482 -2.5794 -4.3882 0.3681

# 2
25
Properties=species:S:1:pos:R:3:mulliken_charge:R:1 method="wB97M-V/def2-TZVPD" lumo_ev=0.43 smiles=C#CCNc1nc(Cl)c2ncn(CC#C)c2n1 orbital_gap_ev=8.969
C -0.9724 5.5990 0.8014 0.2813
C -1.1857 4.4736 1.1713 -0.5497
C -1.4431 3.0946 1.5829 -0.6108
N -0.8934 2.2833 0.5176 -0.2251
C -0.8908 0.9114 0.5269 0.2794
N -1.8571 0.2936 1.1926 -0.5085
C -1.8687 -1.0435 1.2017 0.1560
Cl -3.1598 -1.9088 2.0012 -0.1582
C -0.9191 -1.7110 0.4694 0.5061
N -0.7258 -3.0817 0.2340 -0.6940
C 0.2622 -3.1731 -0.6277 -0.1543
N 0.7654 -1.9017 -0.8939 0.0273
C 1.8312 -1.6122 -1.8686 -0.7094
C 2.9041 -2.5765 -1.6501 -0.3983
C 3.7659 -3.4473 -1.6086 0.1270
C -0.0169 -0.9985 -0.2316 0.4793
N 0.0328 0.3389 -0.2096 -0.5634
H -0.7417 6.6074 0.4849 0.3907
H -2.5033 2.9190 1.6719 0.2989
H -0.9993 2.8162 2.5485 0.2749
H -0.1702 2.7010 -0.0634 0.2969
H 0.6630 -4.0863 -1.0599 0.4187
H 2.1930 -0.5662 -1.7578 0.3470
H 1.4322 -1.7158 -2.8781 0.2773
H 4.4972 -4.2156 -1.5549 0.4108

# 3
22
Properties=species:S:1:pos:R:3:mulliken_charge:R:1 method="wB97M-V/def2-TZVPD" lumo_ev=0.05 orbital_gap_ev=9.120
C -3.2325 -0.1497 -0.4702 0.4165
C 2.5718 -1.2591 -0.2490 -0.5662
C 2.0774 -2.3448 0.5408 -0.4495
C 1.7363 -0.3569 -0.8613 -0.8925
C 0.6769 -2.3943 0.8358 -0.5811
C 0.3496 -0.3507 -0.5145 1.1351
C -0.1073 -1.3874 0.2715 0.3659
C -0.9440 1.5914 0.2988 0.6637
C -0.6241 0.6960 -0.8440 -1.4253
C -2.0319 -0.2476 0.1628 0.8902
C -0.3388 2.9504 0.3691 -1.0261
N -4.2866 0.0659 -0.9086 -0.5200
N -1.7359 0.9273 1.0082 -0.7513
O -1.4772 -1.3723 0.5364 -0.4528
H 3.5978 -1.2284 -0.4925 0.4091
H 2.7105 -3.0665 1.0218 0.3996
H 2.1490 0.4314 -1.3743 0.4885
H 0.1444 -3.1942 1.4635 0.3244
H -0.5059 1.0490 -1.8193 0.6390
H 0.3620 2.9720 1.1288 0.3379
H -1.1948 3.6596 0.5506 0.3217
H 0.1034 3.0089 -0.6544 0.2731

# 4
25
Properties=species:S:1:pos:R:3:mulliken_charge:R:1 method="wB97M-V/def2-TZVPD" lumo_ev=2.59 orbital_gap_ev=5.897 total_charge=-1
Pd 1.7704 -0.8332 -0.9462 -0.7940
C -2.1166 0.0621 -2.8315 -0.8705
C -2.8415 0.5589 -1.7586 -0.2968
C -2.2463 0.6341 -0.5159 -0.7374
C -0.9289 0.2040 -0.3547 1.5518
N -0.2437 -0.2746 -1.4076 0.0714
C -0.8140 -0.3408 -2.6099 -0.0825
C -0.1842 0.2386 0.9138 0.5683
C -0.7705 0.6747 2.1045 -0.5732
C -0.0340 0.7061 3.2730 -0.6684
C 1.2959 0.2994 3.2487 -0.5977
C 1.8794 -0.1402 2.0706 0.2448
C 1.1540 -0.1857 0.8823 -0.0336
H -2.5414 -0.0094 -3.8228 0.3802
H -3.8640 0.8909 -1.8913 0.4044
H -2.7924 1.0290 0.3278 0.3119
H -0.1787 -0.7096 -3.4047 0.1750
H -1.8068 0.9900 2.1255 0.2399
H -0.4899 1.0448 4.1952 0.3772
H 1.8831 0.3239 4.1600 0.3687
H 2.9099 -0.4681 2.0746 0.2114
Se 1.7208 -3.3345 -0.5845 -0.3255
Se 3.6255 -2.1509 -0.1123 -0.2822
Te 2.7923 -0.4899 -3.4504 -0.2727
Se 2.8216 1.2803 -1.6855 -0.3708

# 5
144
Properties=species:S:1:pos:R:3:mulliken_charge:R:1 method="wB97M-V/def2-TZVPD" lumo_ev=1.48 orbital_gap_ev=5.770 total_charge=-1
C -2.1571 1.8809 2.3664 -0.6746
C -0.8075 1.8482 2.0904 -0.5550
C -0.1177 0.8340 1.2338 2.5276
C -1.0769 -0.0368 0.3561 -0.4303
O -1.0870 0.2619 -1.0139 -0.2438
O -1.8432 1.4725 -1.1735 -0.3066
C 0.7417 -0.0623 2.2698 0.4486
O 2.1022 -0.2541 1.9048 -0.0656
Al 2.1325 0.1524 0.1523 -1.1610
C 1.8520 -1.3576 -1.1510 -0.9250
C 1.8366 -2.7882 -0.5130 -0.1244
C 0.4329 -3.4312 -0.6463 -0.3849
S -0.2073 -4.1050 0.9186 -0.2322
Si 3.9311 1.5256 -0.6987 0.3792
C 3.6620 1.6824 -2.5911 -1.2188
C 3.8959 3.2428 0.1349 -0.3778
C 5.6474 0.6858 -0.5409 -1.2899
O 0.8260 1.4321 0.3823 -0.2625
H -2.5786 1.0552 2.9374 -0.1039
H -2.8249 2.6801 2.0291 -0.0079
H -0.1823 2.6052 2.5753 0.5029
H -0.7294 -1.0685 0.4299 -0.7634
H -2.1033 -0.0058 0.7407 0.4451
H -1.2606 1.9686 -1.7613 0.2604
H 0.8237 0.5856 3.1528 -0.1651
H 0.2056 -0.9793 2.5549 -0.0746
H 0.9527 -1.2646 -1.7671 0.5483
H 2.6929 -1.3125 -1.8507 0.5793
H 2.1695 -2.8046 0.5250 -0.0583
H 2.5138 -3.4202 -1.0926 0.2927
H -0.2716 -2.7299 -1.0903 0.2655
H 0.4994 -4.2730 -1.3328 0.1938
H -0.2238 -3.0460 1.7475 -0.0434
H 2.6288 1.9125 -2.8572 0.5002
H 4.0084 0.7468 -3.0232 0.1893
H 4.2980 2.4645 -2.9974 0.4730
H 3.9790 4.0466 -0.6006 0.3587
H 4.7060 3.2980 0.8597 0.3175
H 2.9499 3.3130 0.6705 -0.3620
H 5.8778 0.4966 0.5077 0.2613
H 5.6044 -0.2573 -1.0846 0.3108
H 6.4101 1.3428 -0.9720 0.3819
O -4.7856 0.7651 1.2268 -0.5163
H -4.5575 0.9813 0.3165 0.2495
H -5.6370 0.3085 1.1775 0.2962
O 4.3866 3.9149 -4.6830 -0.6031
H 5.2045 4.3009 -5.0121 0.2791
H 3.9660 4.6205 -4.1798 0.3068
O -0.5042 -5.2658 -3.4166 -0.5779
H -0.8582 -6.0363 -3.8715 0.3135
H -0.7493 -4.5197 -3.9760 0.2987
O -1.2225 4.8662 3.3948 -0.7547
H -1.7171 4.1407 2.9787 0.4396
H -1.4989 5.6569 2.9191 0.2280
O -2.6370 -5.9219 -5.1403 -0.6172
H -3.0245 -5.3325 -5.8036 0.3147
H -3.1334 -5.7407 -4.3356 0.3348
O -2.7121 -5.1064 -7.7983 -0.6173
H -2.1831 -4.5980 -8.4191 0.2841
H -3.3399 -5.5710 -8.3632 0.3006
O -6.3406 -1.7355 1.6388 -0.6433
H -5.7235 -1.8520 2.3722 0.3603
H -6.1644 -2.4851 1.0646 0.2824
O 2.9028 5.0766 2.6482 -0.7025
H 3.1987 4.1668 2.7902 0.3559
H 2.1057 4.9781 2.1173 0.3077
O -3.1636 5.4955 5.4163 -0.7634
H -2.5503 5.2580 4.6971 0.4110
H -2.6084 5.9922 6.0266 0.3197
O 0.4615 2.3280 4.7343 -0.2151
H -0.2813 2.8913 4.9922 0.1355
H 1.1464 2.4966 5.3891 0.2169
O -2.5307 3.1399 6.1166 -0.6645
H -3.0078 2.3650 5.7901 0.2658
H -2.9409 3.8963 5.6700 0.4002
O 0.8898 4.3212 -1.8226 -0.5900
H 1.0240 3.3759 -1.6616 0.2229
H 0.1326 4.5437 -1.2713 0.3089
O 3.8661 -0.0650 -5.1754 -0.5796
H 4.1856 -0.2881 -6.0551 0.2581
H 4.0333 0.8810 -5.0786 0.3206
O -4.8044 -0.8024 4.0810 -0.6728
H -4.0572 -0.5190 3.5369 0.3161
H -5.1008 0.0110 4.4964 0.2769
O -1.6510 -2.9322 -4.9734 -0.6761
H -1.9264 -2.3301 -5.6758 0.2922
H -2.1475 -2.6403 -4.1993 0.2963
O -5.2130 -3.9292 3.2431 -0.6419
H -4.6106 -3.3601 3.7357 0.3182
H -5.4681 -4.5966 3.8857 0.2694
O -2.2293 0.4990 4.8010 -0.3653
H -1.6868 -0.2440 5.0958 0.2684
H -1.5904 1.2200 4.7084 0.1929
O -0.9467 4.2508 6.5719 -0.5169
H -0.3524 4.5532 7.2681 0.2464
H -1.3067 3.4162 6.8989 0.3795
O 2.8843 -2.5457 3.8131 -0.8331
H 2.5273 -3.2958 3.3214 0.4012
H 2.5496 -1.7798 3.3213 0.3095
O -4.1031 3.8654 0.8848 -0.5943
H -3.8324 4.1403 0.0000 0.2780
H -4.9792 3.4839 0.7716 0.2676
O -3.7914 -5.9482 4.6912 -0.5565
H -3.1918 -6.0483 5.4367 0.2869
H -3.5735 -6.6784 4.1038 0.2982
O 5.5793 3.2781 2.8061 -0.5186
H 6.0378 2.4701 3.0590 0.2661
H 6.1596 3.9905 3.0921 0.2437
O 4.6709 -4.7949 3.1559 -0.6491
H 5.4960 -4.4315 2.8213 0.2989
H 4.3062 -4.0801 3.6957 0.3592
O -3.1065 -6.2057 -10.6399 -0.6357
H -3.8613 -6.7441 -10.8960 0.2882
H -2.3470 -6.7908 -10.7531 0.3476
O 0.6681 -1.5097 -5.9457 -0.6450
H 1.2287 -1.1184 -5.2649 0.3094
H 0.0705 -2.1047 -5.4674 0.3995
O 5.1400 -2.7434 0.3011 -0.5807
H 5.1204 -3.6858 0.4945 0.2718
H 4.3869 -2.3899 0.7896 0.3085
O -3.3676 5.8184 -1.5766 -0.5996
H -3.1897 5.5188 -2.4741 0.3123
H -3.0002 6.7064 -1.5411 0.2902
O 0.0257 -1.2152 5.7616 -0.6077
H 0.6075 -1.9171 6.0644 0.2872
H 0.6030 -0.4600 5.6047 0.2115
O -0.7264 -0.1449 -8.5281 -0.6646
H -0.1904 -0.5991 -7.8621 0.3443
H -0.4955 0.7818 -8.4203 0.3083
O 2.0332 4.9366 5.4023 -0.7087
H 2.3843 5.2754 4.5636 0.3581
H 1.2580 4.4367 5.1164 0.3195
O 1.2680 6.0280 -4.6213 -0.6210
H 0.7997 5.6358 -3.8732 0.3092
H 1.8395 6.6861 -4.2156 0.3040
O -0.1005 1.5791 6.5091 -0.6144
H -0.7982 2.1905 6.7826 0.1083
H 0.7186 2.0180 6.7566 0.3730
O -0.2054 -6.0348 -11.8666 -0.6246
H 0.6645 -5.7670 -12.1762 0.3018
H -0.5514 -5.2606 -11.4103 0.3203
O -1.1525 -7.4349 -1.1413 -0.6396
H -0.8995 -6.6283 -1.6115 0.3622
H -2.0134 -7.6595 -1.5046 0.2936